Formula: C44H113BO21
Source: OMol25
Level of theory: ωB97M-V/def2-TZVPD

As for the spin multiplicity: 1. The total energy is -91113.2726 eV. The value obtained for the largest force on an atom is 8.1 eV/A.

Cartesian coordinates (Å):
C: -5.9436 0.5332 2.1129
C: -5.2965 -0.8284 1.4427
C: -4.4299 -0.4664 0.0636
C: -2.9136 -0.0700 0.5443
C: -2.3676 1.1523 -0.4557
C: -1.6664 0.5851 -1.8380
C: -1.8083 1.7883 -2.9910
C: -0.8785 3.1037 -2.6721
C: -1.7055 4.4954 -3.0134
C: -1.5746 5.4948 -1.6790
C: -2.6111 4.9445 -0.5369
C: -2.0758 5.0492 1.0075
C: -0.5301 4.5623 1.2487
C: 0.4103 5.9280 1.2285
C: 1.2582 6.0591 2.6248
C: 2.8050 5.5184 2.5546
C: 3.0512 4.2538 1.5358
C: 3.6526 4.3516 0.1594
C: 4.0893 5.8051 -0.4830
B: 3.2521 6.1685 -1.8828
O: 2.4177 5.1598 -2.6231
O: 3.2481 7.5405 -2.4959
C: 3.8589 2.9254 -0.6891
O: 4.3125 2.8771 -1.9577
C: 3.5605 1.4332 0.0040
C: 2.9608 1.3305 1.3782
C: 2.7135 -0.1714 2.0553
C: 1.0653 -0.3456 2.1513
C: 0.6196 -1.9248 2.2056
C: 0.1855 -2.5601 0.7548
O: 0.5523 -1.7371 -0.4130
C: 0.2180 -2.4431 -1.6678
C: 2.5813 2.7565 2.1139
O: 1.8095 2.6634 3.2251
H: -7.0269 0.7553 1.6888
H: -5.9257 0.4021 3.2865
H: -5.2801 1.4771 1.8601
H: -6.1137 -1.6044 1.1225
H: -4.5305 -1.3073 2.1909
H: -4.3433 -1.4174 -0.6127
H: -5.0271 0.3901 -0.4648
H: -3.0132 0.4480 1.6138
H: -2.1559 -0.9684 0.5794
H: -3.3375 1.7280 -0.7908
H: -1.6125 1.7997 0.1694
H: -0.5254 0.2979 -1.6904
H: -2.3295 -0.3059 -2.2217
H: -1.4637 1.3823 -4.0479
H: -2.9286 2.1662 -3.0421
H: 0.1093 3.0767 -3.3414
H: -0.4896 3.0930 -1.5542
H: -2.8127 4.3256 -3.3516
H: -1.0646 5.0443 -3.8552
H: -1.9300 6.5641 -2.0329
H: -0.4422 5.4679 -1.3864
H: -2.9522 3.8716 -0.8553
H: -3.5813 5.6357 -0.6007
H: -2.7595 4.3078 1.6464
H: -2.2776 6.1235 1.4824
H: -0.1280 3.7728 0.4848
H: -0.4370 4.1259 2.3538
H: 1.1137 5.8572 0.2739
H: -0.2693 6.8798 1.0839
H: 0.6950 5.5775 3.5610
H: 1.3050 7.2252 2.8759
H: 3.5751 6.4123 2.3814
H: 3.0639 5.1138 3.6475
H: 5.2398 5.8636 -0.7449
H: 3.8774 6.7227 0.2453
H: 2.9272 4.8812 -3.4635
H: 2.3219 7.6630 -2.9033
H: 3.8449 0.4600 -0.5804
H: 3.1248 -0.9675 1.2913
H: 3.2349 -0.2684 3.1150
H: 0.5460 0.2503 1.2800
H: 0.7629 0.1378 3.1945
H: 1.5317 -2.5684 2.6186
H: -0.2809 -2.1119 2.9591
H: 0.7518 -3.5930 0.6367
H: -0.9749 -2.8189 0.7191
H: -0.9172 -2.7549 -1.6425
H: 0.8743 -3.4388 -1.7000
H: 0.4477 -1.7587 -2.6021
C: -7.3251 -4.0981 -0.2667
O: -6.7887 -2.8314 -0.6014
H: -7.2590 -4.2375 0.8149
H: -8.3727 -4.1442 -0.5743
H: -6.7521 -4.8816 -0.7686
H: -6.8611 -2.7363 -1.5663
C: 4.3792 -3.7728 0.8325
O: 4.3858 -3.8779 2.2444
H: 3.4609 -3.2716 0.5177
H: 5.2418 -3.1869 0.5057
H: 4.4159 -4.7721 0.3917
H: 5.2117 -4.3262 2.4938
C: 6.4922 -3.0656 5.3715
O: 6.5096 -4.2730 4.6325
H: 6.3699 -2.2279 4.6809
H: 5.6562 -3.0798 6.0751
H: 7.4355 -2.9545 5.9121
H: 6.6192 -4.9976 5.2715
C: 1.3713 -6.5733 -0.0329
O: 0.5827 -6.8641 -1.1722
H: 0.7477 -6.0750 0.7131
H: 1.7645 -7.5027 0.3862
H: 2.1940 -5.9125 -0.3171
H: 1.1624 -7.3054 -1.8160
C: -4.3581 -3.8630 -3.0695
O: -4.1848 -3.0454 -1.9267
H: -3.5686 -3.6379 -3.7904
H: -4.2946 -4.9146 -2.7795
H: -5.3312 -3.6568 -3.5220
H: -4.8991 -3.2674 -1.3056
C: -7.5645 -6.6893 -2.9991
O: -7.0281 -5.4226 -3.3338
H: -7.4984 -6.8287 -1.9175
H: -8.6121 -6.7353 -3.3067
H: -6.9915 -7.4728 -3.5010
H: -7.1005 -5.3274 -4.2987
C: -3.4206 -0.7433 4.7326
O: -2.6277 -0.3033 3.6454
H: -4.0374 -1.5836 4.4054
H: -2.7721 -1.0670 5.5504
H: -4.0670 0.0720 5.0668
H: -2.0917 0.4420 3.9658
C: -1.3829 -1.5008 -5.2825
O: -1.1901 -2.8925 -5.1078
H: -1.9073 -1.3304 -6.2257
H: -1.9837 -1.1089 -4.4582
H: -0.4128 -0.9984 -5.3115
H: -0.7230 -3.0125 -4.2635
C: 0.5988 -8.8582 -4.7958
O: 1.6447 -8.2378 -4.0709
H: -0.2287 -8.1524 -4.8999
H: 0.9597 -9.1419 -5.7874
H: 0.2542 -9.7430 -4.2547
H: 2.3640 -8.8875 -3.9945
C: 7.0318 -5.9070 0.1806
O: 6.2432 -6.1978 -0.9587
H: 6.4083 -5.4087 0.9266
H: 7.4250 -6.8364 0.5997
H: 7.8545 -5.2461 -0.1036
H: 6.8230 -6.6390 -1.6025
C: 5.0282 9.9196 -1.0047
O: 4.0574 10.1407 0.0019
H: 5.7543 10.7357 -0.9834
H: 5.5412 8.9735 -0.8159
H: 4.5411 9.8936 -1.9825
H: 3.4275 9.4014 -0.0413
C: -3.3063 -3.9607 2.6334
O: -4.2770 -3.7396 3.6399
H: -2.5802 -3.1447 2.6546
H: -2.7932 -4.9069 2.8221
H: -3.7934 -3.9868 1.6555
H: -4.9069 -4.4790 3.5968
C: -1.0135 -6.0928 5.6888
O: -1.9487 -5.9701 4.6331
H: -0.0923 -6.5316 5.2983
H: -0.7971 -5.1046 6.1021
H: -1.4232 -6.7428 6.4660
H: -2.7550 -5.5783 5.0096
C: -2.1161 -2.8414 -9.1869
O: -1.9233 -4.2330 -9.0122
H: -2.6405 -2.6709 -10.1300
H: -2.7169 -2.4494 -8.3625
H: -1.1460 -2.3390 -9.2159
H: -1.4562 -4.3531 -8.1679
C: 0.6413 8.7829 5.9095
O: 0.6586 7.5754 5.1704
H: 0.5190 9.6205 5.2188
H: -0.1948 8.7686 6.6130
H: 1.5845 8.8939 6.4500
H: 0.7682 6.8508 5.8094
C: 8.7590 8.6874 0.2913
O: 7.9704 8.3966 -0.8479
H: 8.1355 9.1857 1.0374
H: 9.1522 7.7580 0.7105
H: 9.5817 9.3482 0.0071
H: 8.5501 7.9553 -1.4917

Forces on atoms 1 to 6 (eV/Å):
0.4642 -0.2266 -0.0836
0.4238 0.1716 -0.8130
0.1121 -1.1198 1.4319
-0.5919 2.2709 -0.4199
0.2543 -1.3998 0.0552
-0.8187 1.3400 -0.4226

---

Formula: C44H115N9O13
Source: OMol25
Level of theory: ωB97M-V/def2-TZVPD

For the relative energy (zero: lowest compared OMol25 entry of this formula, charge and spin), the calculation gives 843.4 kJ/mol. As for the spin multiplicity: 1. The total energy is -87505.0087 eV. The value obtained for the largest force on an atom is 3.9 eV/A. Its SMILES is COC[C@H](C)N.COC[C@H](C)N.COC[C@H](C)N.COC[C@H](C)N.COC[C@H](C)N.COCCNCCOC.COCCNCCOC.COCCNCCOC.COCCNCCOC.

Cartesian coordinates (Å):
C: 0.2366 2.5380 -3.1890
O: 1.2482 1.5768 -2.9488
C: 1.1811 1.1478 -1.6089
C: 2.1574 -0.0411 -1.3139
C: 1.7590 -0.9966 -0.1098
N: 3.4472 0.5527 -0.9120
H: 0.2513 2.9190 -4.2102
H: 0.2830 3.4133 -2.5411
H: -0.7534 2.1260 -2.9935
H: 1.3237 1.9194 -0.8523
H: 0.1997 0.7064 -1.4352
H: 2.3937 -0.7727 -2.0866
H: 2.4932 -1.8015 -0.0743
H: 0.7476 -1.2927 -0.3885
H: 1.8111 -0.4357 0.8233
H: 3.5601 1.2855 -1.5978
H: 4.2448 -0.0135 -1.1638
C: 8.0184 -0.5245 3.8590
O: 9.4104 -0.4894 4.2674
C: 9.4347 -0.6048 5.6690
C: 10.9040 -0.2550 6.1307
C: 11.9655 -1.2740 5.7254
N: 11.0017 -0.2032 7.6209
H: 7.6232 0.4790 4.0169
H: 7.4147 -1.2472 4.4079
H: 7.8999 -0.8459 2.8242
H: 8.6937 -0.0003 6.1921
H: 9.0965 -1.5963 5.9702
H: 11.1751 0.7633 5.8520
H: 12.1637 -1.2008 4.6561
H: 11.7169 -2.3242 5.8784
H: 12.9020 -1.0602 6.2405
H: 10.2459 0.2073 8.1503
H: 11.0023 -1.0728 8.1345
C: -4.0013 -3.6046 -4.4793
O: -4.3782 -3.6348 -3.1517
C: -4.1002 -2.4693 -2.4384
C: -4.5881 -2.5704 -1.0040
C: -6.1123 -2.7181 -0.8283
N: -4.2337 -1.2557 -0.4106
H: -4.2251 -4.4720 -5.1002
H: -2.9193 -3.4795 -4.4385
H: -4.6352 -2.8461 -4.9386
H: -3.0413 -2.2111 -2.4557
H: -4.6925 -1.7310 -2.9788
H: -3.9602 -3.2897 -0.4783
H: -6.7894 -1.9603 -1.2222
H: -6.2627 -2.6756 0.2504
H: -6.3925 -3.6934 -1.2262
H: -4.6909 -0.5224 -0.9334
H: -4.5793 -1.2681 0.5384
C: -6.2030 4.5538 -1.1989
O: -7.5048 3.8194 -1.1406
C: -8.1935 4.1601 -2.3001
C: -8.8664 5.5607 -2.2030
C: -10.3670 5.6896 -2.6041
N: -8.1506 6.4840 -3.1027
H: -6.3772 5.6050 -0.9690
H: -5.6538 4.3882 -2.1257
H: -5.6937 4.0551 -0.3743
H: -7.5480 4.0364 -3.1696
H: -9.0391 3.4736 -2.2591
H: -8.6326 5.7462 -1.1547
H: -10.6057 4.9346 -1.8550
H: -10.6394 5.4531 -3.6326
H: -10.6994 6.7025 -2.3764
H: -8.6019 7.3779 -3.2343
H: -8.0677 6.1399 -4.0486
C: 10.8862 4.4338 -6.1048
O: 9.6317 3.8711 -5.7295
C: 8.9250 4.8285 -4.9249
C: 7.7384 4.1178 -4.2607
C: 6.7879 4.8989 -3.3617
N: 8.2095 3.0159 -3.5054
H: 11.3924 3.7487 -6.7849
H: 11.4404 4.5204 -5.1702
H: 10.7556 5.3860 -6.6190
H: 9.5662 5.0360 -4.0682
H: 8.5485 5.7030 -5.4555
H: 7.0631 3.7196 -5.0180
H: 7.3216 5.2415 -2.4752
H: 5.9609 4.2598 -3.0524
H: 6.2233 5.6527 -3.9104
H: 8.8239 3.4204 -2.8133
H: 8.8140 2.4497 -4.0834
C: -6.1971 4.8070 -12.9365
O: -6.0156 5.7226 -11.9403
C: -7.1553 6.3527 -11.3842
C: -7.5245 5.6697 -9.9856
N: -6.4942 5.7556 -8.8793
C: -5.2505 5.1854 -9.2482
C: -4.5995 4.7353 -7.9459
O: -5.1064 3.4344 -7.5329
C: -4.6148 2.3542 -8.2776
H: -6.7895 5.2350 -13.7453
H: -6.7141 3.9057 -12.6072
H: -5.2507 4.4017 -13.2946
H: -8.0106 6.3610 -12.0597
H: -6.8227 7.3661 -11.1593
H: -7.7575 4.6460 -10.2786
H: -8.4507 6.0678 -9.5713
H: -6.2934 6.7212 -8.6617
H: -4.5920 5.9413 -9.6760
H: -5.2879 4.2599 -9.8228
H: -4.8699 5.4598 -7.1778
H: -3.5286 4.7222 -8.1489
H: -4.5134 1.5073 -7.5988
H: -3.6134 2.3772 -8.7074
H: -5.2620 2.1180 -9.1222
C: -1.2570 -2.9217 12.7061
O: -1.5512 -3.9113 11.6117
C: -2.8149 -4.4862 11.4669
C: -2.9835 -5.5737 10.4170
N: -2.1778 -5.1378 9.1892
C: -2.2468 -6.1229 8.0881
C: -1.6306 -5.6334 6.7408
O: -0.1706 -5.5890 6.9058
C: 0.4536 -5.4960 5.6229
H: -1.9354 -2.0783 12.5776
H: -0.2442 -2.5301 12.6110
H: -1.4108 -3.4887 13.6242
H: -3.6650 -3.8787 11.1564
H: -3.1340 -4.7533 12.4744
H: -4.0541 -5.6923 10.2502
H: -2.7734 -6.5343 10.8874
H: -1.2102 -5.1766 9.4762
H: -3.2351 -6.5726 7.9922
H: -1.6430 -6.9991 8.3241
H: -2.0836 -4.7157 6.3656
H: -1.9612 -6.4341 6.0792
H: 1.4120 -4.9771 5.6381
H: -0.2258 -5.0375 4.9044
H: 0.6604 -6.4461 5.1302
C: -0.1476 8.4468 -0.4438
O: -1.0345 7.6934 0.4462
C: -1.0536 8.2516 1.8165
C: -1.9905 7.3907 2.7497
N: -3.4319 7.8769 2.7460
C: -3.6835 9.2694 3.2667
C: -4.9483 9.9944 2.7911
O: -4.8252 10.2618 1.3869
C: -6.0692 10.7567 0.8753
H: -0.4559 8.2036 -1.4606
H: 0.8411 8.1105 -0.1318
H: -0.1236 9.5366 -0.4393
H: -1.2851 9.3136 1.7346
H: -0.0466 8.1761 2.2267
H: -1.8419 7.6952 3.7857
H: -2.0749 6.3099 2.6357
H: -3.7540 7.8523 1.7891
H: -2.8189 9.9291 3.1940
H: -3.7979 9.1140 4.3395
H: -5.0431 10.9070 3.3795
H: -5.8037 9.3255 2.8859
H: -5.7749 10.7561 -0.1742
H: -6.2986 11.7486 1.2648
H: -6.9524 10.1394 1.0394
C: 5.4907 -9.3533 1.4216
O: 5.1107 -10.4941 2.1560
C: 5.7459 -11.7045 1.7717
C: 5.3827 -12.8338 2.6779
N: 5.6303 -14.0816 1.8889
C: 5.5357 -15.1481 2.9721
C: 5.4367 -16.4347 2.1804
O: 5.4597 -17.5232 3.0086
C: 4.4061 -17.6798 3.9103
H: 4.8748 -8.4581 1.5071
H: 5.4634 -9.6414 0.3707
H: 6.4940 -9.0779 1.7465
H: 6.7950 -11.4173 1.8430
H: 5.5244 -11.8451 0.7137
H: 4.3082 -12.8735 2.8563
H: 5.8301 -12.7507 3.6685
H: 6.5416 -14.0063 1.4602
H: 4.6268 -15.0618 3.5675
H: 6.4179 -15.0247 3.6003
H: 6.2873 -16.5668 1.5117
H: 4.5363 -16.5847 1.5848
H: 4.4570 -18.4811 4.6474
H: 3.3747 -17.7918 3.5757
H: 4.3858 -16.8097 4.5665

Forces on atoms 1 to 6 (eV/Å):
-0.4221 0.2340 0.0102
0.1608 0.7194 0.1165
-0.1103 -2.7738 0.2064
1.2856 -0.5349 1.8998
-0.3128 1.7760 -1.5333
0.2193 1.0156 -0.7178